Record 1
A molecular structure, C17H47CsF6N3O11P3V in a non-equilibrium geometry. Source: the Open Molecules 2025 dataset; level of theory: the ωB97M-V functional and the def2-TZVPD basis.

Computed properties:
Total charge: +1
HOMO level in eV: -10.612
Orbital gap in eV: 1.84

Last column: Löwdin charge in e.
Geometry (Å):
C1 -1.071011 -0.499955 0.073764  -0.18
C2 0.313910 -0.392013 1.004716  -0.39
P1 0.072091 -1.606925 2.454095  1.00
C3 0.644634 -0.898704 4.132109  -0.38
C4 1.344063 -2.063773 5.091344  -0.15
N1 0.715591 -3.234479 2.125262  -0.17
C5 1.457464 -3.328648 0.811401  -0.21
C6 1.922584 -4.928547 0.665309  -0.13
C7 0.539966 -5.801698 0.479728  -0.19
N2 -0.443338 -5.618146 1.614868  0.07
C8 -0.487952 -4.178938 2.115308  -0.19
N3 -1.739971 -3.729255 2.544898  0.04
H1 -1.238552 -1.668662 -0.079927  0.06
H2 -0.945727 0.016778 -0.968679  0.09
H3 -1.996644 -0.085555 0.700648  0.08
H4 0.336675 0.741742 1.377681  -0.04
H5 1.243492 -0.591971 0.323293  0.09
H6 1.303856 0.078400 4.043657  0.09
H7 -0.334832 -0.561618 4.722952  0.10
H8 2.411216 -2.381741 4.716444  0.08
H9 1.370437 -1.592435 6.186794  0.10
H10 0.643551 -3.018638 5.167510  0.07
H11 2.450543 -2.710396 0.754291  0.15
H12 0.811603 -3.094500 -0.141282  0.09
H13 2.448177 -5.283593 1.676137  0.12
H14 2.652545 -5.093462 -0.235972  0.13
H15 -0.002831 -5.533666 -0.522601  0.13
H16 0.805539 -6.963988 0.426110  0.15
H17 -1.414195 -5.806299 1.246752  0.15
H18 -2.349588 -3.114583 1.948563  0.13
H19 -2.019286 -4.063512 3.512094  0.15
C9 6.324925 -4.423582 3.163886  -0.24
C10 5.804236 -5.811276 2.804484  -0.22
O1 4.847298 -5.692617 1.748638  -0.11
O2 5.238049 -3.586496 3.551857  -0.08
H20 7.040374 -4.473409 3.988935  0.13
H21 6.805768 -3.955507 2.300125  0.12
H22 5.288029 -6.260696 3.657732  0.13
H23 6.612168 -6.473564 2.482084  0.12
H24 5.331541 -5.437397 0.944359  0.10
H25 4.491302 -3.829260 2.968961  0.07
O3 -2.095887 2.251821 1.000422  -0.87
H26 -1.428094 1.964330 0.404919  -0.20
C11 -2.216561 0.489685 -5.674850  -0.07
C12 -1.381040 1.404080 -4.797180  -0.26
O4 -0.583164 0.703954 -3.842822  -0.18
C13 0.375166 -0.210290 -4.369770  -0.29
C14 1.403323 0.443409 -5.275394  -0.07
H27 -2.869456 -0.140262 -5.060962  0.08
H28 -2.837428 1.079150 -6.357539  0.09
H29 -1.595438 -0.175824 -6.278435  0.07
H30 -2.052269 2.053956 -4.225164  0.10
H31 -0.751924 2.067897 -5.400548  0.11
H32 -0.130387 -1.037866 -4.875383  0.11
H33 0.894549 -0.648620 -3.508283  0.09
H34 0.942133 0.888683 -6.160862  0.07
H35 2.137115 -0.294387 -5.615671  0.08
H36 1.929850 1.243912 -4.743901  0.09
Cs1 -0.496492 2.997490 1.902735  1.47
C15 -4.103163 3.615276 -2.628883  -0.14
O5 -5.371415 4.010392 -3.123654  -0.34
P2 -5.512799 4.898328 -4.601717  0.78
O6 -4.836516 3.758238 -5.370893  -0.25
O7 -4.344376 5.938175 -4.051867  -0.32
C16 -4.605795 6.733689 -2.909025  -0.13
O8 -5.654048 5.786180 -6.079716  -0.25
C17 -5.071813 7.059969 -6.247858  -0.13
H37 -4.125074 2.543721 -2.414648  0.09
H38 -3.283540 3.831789 -3.319436  0.08
H39 -3.923501 4.140107 -1.690732  0.08
H40 -3.783195 6.597390 -2.190050  0.09
H41 -5.550469 6.464798 -2.429129  0.09
H42 -4.631120 7.785071 -3.197715  0.08
H43 -3.981163 6.996570 -6.203147  0.10
H44 -5.456622 7.761368 -5.504241  0.09
H45 -5.343192 7.432540 -7.239391  0.10
F1 2.152694 2.560753 8.376822  -0.13
P3 2.480248 1.504249 7.279234  -0.04
F2 3.836893 2.185885 7.629252  -0.13
F3 2.985251 1.380961 5.810633  -0.15
F4 1.377358 2.160168 6.396332  -0.16
F5 1.369858 0.601506 7.896710  -0.15
F6 3.160440 0.132353 7.568307  -0.15
O9 1.012106 9.701268 4.241674  -0.47
V1 1.341377 7.984788 4.419498  1.31
O10 1.670649 6.268307 4.597321  -0.47
O11 0.830210 -2.559621 -2.282641  -0.07
H46 0.951732 -3.191992 -3.006714  0.07
H47 -0.062711 -2.210763 -2.423971  0.04

Atomic forces in eV per Å
C 0.2 -1.1 0.8
C -0.2 0.9 -1.6
P -1.4 2.3 1.3
C 0.6 0.1 1.5
C -0.5 0.5 0.5
N -3.6 -1.8 -2.1
C 2.1 -2.6 -1.7
C -1.0 0.1 0.9
C 1.7 -1.4 -1.1
N 0.0 5.8 -0.2
C 1.2 -1.1 -1.7
N 0.5 -1.6 1.1
H 0.2 2.4 0.0
H -0.3 -0.9 1.9
H 2.1 -0.9 -1.6
H 0.5 -3.2 -0.5
H -1.7 0.5 1.3
H -1.0 -2.2 0.2
H 1.9 -0.8 -1.6
H -2.2 0.7 0.8
H 0.3 -1.1 -2.5
H 1.4 2.0 -0.3
H -2.2 -0.9 0.6
H 1.1 -0.1 2.1
H -1.0 0.9 -2.4
H -1.6 0.3 1.7
H 1.1 -0.4 1.8
H -0.6 2.6 0.2
H 1.2 0.2 1.1
H 1.3 -0.6 1.3
H 0.0 0.7 -2.0
C -0.5 0.0 0.1
C 0.4 0.2 -0.1
O 0.0 0.1 -0.4
O -0.4 -0.3 -0.2
H -0.1 0.1 -0.1
H 0.3 -0.2 -0.1
H 0.0 0.1 -0.2
H 0.1 0.0 0.2
H -0.2 -0.2 0.4
H 0.5 0.2 0.4
O -6.2 -2.4 -2.8
H -0.8 -1.5 -2.4
C 0.0 -0.1 -0.1
C -0.2 0.1 -0.1
O 0.0 -0.1 0.3
C 0.2 0.2 0.2
C 0.0 0.2 -0.2
H 0.0 0.1 -0.1
H 0.1 -0.1 0.2
H 0.0 0.1 -0.1
H 0.2 -0.2 0.1
H 0.0 -0.1 0.0
H -0.1 0.0 -0.2
H -0.2 0.3 -0.2
H 0.1 -0.1 0.0
H -0.1 0.1 0.1
H -0.1 -0.2 0.0
Cs 6.9 4.8 5.6
C 0.4 0.4 -0.1
O -3.4 0.8 0.3
P 8.3 -2.8 -2.2
O -1.6 0.4 0.1
O -1.1 0.5 -0.1
C 0.3 0.2 0.5
O -2.1 -0.1 1.7
C -0.1 0.6 -0.3
H -0.2 0.0 -0.2
H -0.2 0.0 0.0
H 0.1 0.0 0.1
H -0.3 0.0 -0.2
H 0.2 0.0 0.1
H -0.1 0.0 0.0
H -0.2 0.0 0.2
H 0.2 0.1 -0.1
H -0.2 -0.2 0.1
F -3.8 2.0 3.5
P 0.5 -0.1 1.0
F 5.2 0.8 -1.5
F 3.7 -2.4 -4.0
F -5.0 3.3 -0.5
F -5.7 -0.8 0.9
F 4.8 -2.9 0.2
O 1.0 -5.2 0.5
V 0.0 0.2 0.2
O -1.1 4.9 -0.7
O -0.4 -0.4 0.0
H 0.0 0.2 0.2
H 0.2 0.0 0.0


Record 2
A molecular structure, C6H7ClS in a non-equilibrium geometry. Source: the Open Molecules 2025 dataset; level of theory: the ωB97M-V functional and the def2-TZVPD basis.

Computed properties:
Energy relative to the best compared isomer or geometry (same formula, charge and spin) in kJ/mol: 256.5
Total charge: 0
HOMO level in eV: -8.785
Orbital gap in eV: 8.61

Last column: Löwdin charge in e.
Geometry (Å):
C1 -0.157495 -1.008995 -0.022115  -0.79
C2 -1.218377 -0.006204 -0.698550  -0.12
C3 -0.218909 1.252560 -0.595263  -0.15
C4 0.840026 0.613744 0.353146  -0.33
C5 0.091587 -0.266321 1.336057  -0.08
C6 1.271175 -0.671200 -0.382243  -0.78
H1 -1.886869 -0.219490 -1.747997  0.18
H2 -1.971286 0.240610 0.060934  0.08
H3 0.266501 1.524239 -1.576560  0.12
H4 -0.456119 2.179627 0.085636  0.14
H5 1.447216 1.556504 0.722514  0.17
H6 0.871567 -0.917847 1.827375  0.15
H7 -0.766869 0.085264 1.788568  0.10
S1 2.424930 -1.559615 -1.025520  0.76
Cl1 -0.537077 -2.802875 -0.125983  0.56

Atomic forces in eV per Å
C -2.4 -2.1 -0.8
C -0.4 0.8 -1.2
C 0.3 0.2 0.5
C 2.6 3.7 0.0
C 2.9 -2.5 -2.2
C -1.1 0.9 0.0
H 2.6 0.4 2.9
H -0.1 -0.7 -0.3
H -0.7 0.0 1.1
H -0.7 -1.5 -2.1
H -0.3 -2.5 -0.6
H -1.3 1.0 0.5
H -1.4 0.6 1.5
S 0.2 0.6 0.2
Cl -0.1 1.2 0.3


Record 3
2 unconnected molecules or ions with the total composition C4H6O. Source: the Open Molecules 2025 dataset; level of theory: the ωB97M-V functional and the def2-TZVPD basis.

Computed properties:
Energy relative to the best compared isomer or geometry (same formula, charge and spin) in kJ/mol: 428.1
Total charge: 0
HOMO level (alpha / beta) in eV: -7.423 / -7.999
Orbital gap (alpha / beta) in eV: 7.27 / 7.96

Last column: Löwdin charge in e.
Geometry (Å):
C1 -1.675568 0.042275 0.278019  -0.06
C2 0.416298 1.145002 -0.511074  -0.20
C3 0.823855 -0.165690 -0.477089  -0.21
C4 1.868069 -0.757709 0.135364  0.01
O1 0.189683 2.197728 -0.923819  0.21
H1 -0.338625 -0.541505 -0.511666  0.10
H2 -1.578372 0.575398 1.218474  0.01
H3 -1.963077 -0.997420 0.430901  0.01
H4 -2.301637 0.555885 -0.447887  0.01
H5 2.527689 -0.237392 0.817091  0.06
H6 2.031685 -1.816572 -0.008313  0.05

Atomic forces in eV per Å
C 0.1 0.0 0.0
C -0.1 0.5 -0.2
C 0.0 -0.2 0.1
C 0.0 0.0 0.1
O 0.0 -0.4 0.2
H 0.0 0.0 -0.1
H 0.0 0.0 0.0
H 0.0 0.0 0.0
H 0.0 0.0 0.0
H 0.0 0.0 -0.1
H 0.0 0.0 0.0


Record 4
A gas-phase ion, C5H9N2 (charge +1) in a non-equilibrium geometry. Source: the Open Molecules 2025 dataset; level of theory: the ωB97M-V functional and the def2-TZVPD basis.

Computed properties:
Energy relative to the best compared isomer or geometry (same formula, charge and spin) in kJ/mol: 416.5
Total charge: +1
SMILES: [H]/N=C/C=[NH+]\CC=C
HOMO level in eV: -14.098
Orbital gap in eV: 8.56

Last column: Löwdin charge in e.
Geometry (Å):
H1 1.069403 2.484475 1.469029  0.13
N1 0.729888 1.734677 0.788163  0.15
C1 1.645975 1.137502 0.208109  -0.20
C2 1.461776 -0.034904 -0.674214  0.05
N2 0.808412 -1.047163 -0.205358  0.10
C3 -0.200112 -1.067219 0.748107  -0.18
C4 -1.509386 -0.779693 0.120562  -0.11
C5 -1.588390 0.113053 -0.850041  0.05
H2 2.823192 1.265216 0.457033  0.19
H3 1.812615 -0.077438 -1.681368  0.16
H4 0.854017 -1.827930 -0.777636  0.16
H5 0.035748 -0.342178 1.491585  0.12
H6 -0.099321 -2.027899 1.225613  0.15
H7 -2.374554 -1.417896 0.444697  0.14
H8 -2.491002 0.269991 -1.485695  0.10
H9 -0.806133 0.783432 -0.854463  0.01

Atomic forces in eV per Å
H -0.5 -1.3 -1.2
N -0.5 1.9 1.3
C 4.0 -0.1 0.5
C -1.5 -0.1 1.4
N 2.2 2.3 -2.2
C -0.3 -0.4 2.7
C -2.1 -1.2 -0.5
C -2.7 -1.0 0.2
H -2.4 0.0 -0.8
H 0.9 -0.2 -0.3
H -0.2 -2.0 -1.4
H 0.0 0.6 0.8
H -0.6 -0.4 0.2
H 1.0 0.6 -0.5
H 0.9 0.0 0.9
H 1.7 1.5 -1.1


Record 5
A molecular structure, C23H15F3N2O6PbS8 in a non-equilibrium geometry. Source: the Open Molecules 2025 dataset; level of theory: the ωB97M-V functional and the def2-TZVPD basis.

Computed properties:
Energy relative to the best compared isomer or geometry (same formula, charge and spin) in kJ/mol: 93.8
Total charge: 0
HOMO level in eV: -8.238
Orbital gap in eV: 4.69

Last column: Löwdin charge in e.
Geometry (Å):
Pb1 -2.008160 0.402646 0.607309  1.24
O1 -1.383769 4.126284 6.851361  0.01
C1 -1.358014 3.464927 5.867186  -0.98
S1 -0.717768 4.038580 4.302212  1.01
C2 -1.120358 2.624045 3.349693  -1.07
C3 -1.740993 1.551063 4.041549  -1.11
S2 -2.311187 0.128363 3.366503  0.72
S3 -1.948103 1.791106 5.763002  1.02
S4 -0.817153 2.679806 1.705257  0.76
O2 -0.188760 -0.882587 0.940516  -0.40
C4 1.148454 -0.605394 1.032416  -0.66
C5 1.811386 -0.445574 -0.319303  -0.44
C6 1.315236 -0.838933 -1.525421  -0.12
C7 2.251072 -0.699377 -2.574479  -0.18
C8 3.451225 -0.227579 -2.147075  -0.40
S5 3.464668 0.060635 -0.453841  1.07
C9 1.787592 -1.871547 1.580007  -0.50
C10 2.982740 -2.075459 2.205406  -0.16
C11 3.211644 -3.441992 2.455786  -0.18
C12 2.188467 -4.228562 2.019590  -0.40
S6 0.914482 -3.324142 1.304244  1.10
C13 1.491997 0.549379 1.940958  -0.47
C14 1.868653 1.824761 1.592769  -0.23
C15 2.159559 2.638084 2.711725  -0.21
C16 1.944810 1.996456 3.884383  -0.40
S7 1.428450 0.365414 3.648205  1.11
H1 0.315974 -1.221969 -1.631062  0.11
H2 2.047506 -0.950580 -3.599150  0.10
H3 4.336976 -0.041373 -2.721510  0.06
H4 3.665852 -1.288563 2.468137  0.11
H5 4.104346 -3.816610 2.922756  0.10
H6 2.110669 -5.295219 2.088185  0.06
H7 1.963313 2.157597 0.575895  0.09
H8 2.504751 3.650759 2.631998  0.11
H9 2.052682 2.372354 4.881748  0.07
N1 -1.892950 -1.181063 -4.900325  0.20
C17 -1.225991 -0.036099 -5.138442  -0.50
O3 -0.882284 0.304117 -6.250940  0.06
C18 -0.867924 0.789218 -3.933800  -0.10
C19 0.088065 1.788185 -4.101423  0.02
C20 0.413694 2.597079 -3.028895  -0.02
C21 -0.181004 2.341414 -1.805138  -0.13
N2 -1.083939 1.385196 -1.634726  -0.03
C22 -1.451306 0.652242 -2.679843  -0.09
H10 -2.177979 -1.735208 -5.692719  0.12
H11 -2.222790 -1.445061 -3.990117  0.08
H12 0.532544 1.921472 -5.075586  0.13
H13 1.114215 3.406820 -3.138217  0.11
H14 0.057210 2.933687 -0.933307  0.07
H15 -2.266073 -0.028505 -2.481276  0.08
F1 -4.344951 -3.123890 -2.464738  0.13
C23 -3.595759 -3.046260 -1.359462  -0.65
F2 -2.340980 -2.781308 -1.770356  0.10
F3 -3.596275 -4.237364 -0.777126  0.15
S8 -4.204358 -1.630318 -0.286632  0.45
O4 -3.388669 -1.695367 0.919932  -0.44
O5 -5.600636 -1.850482 -0.125758  -0.25
O6 -3.810098 -0.495301 -1.118058  -0.44

Atomic forces in eV per Å
Pb 0.2 -0.7 -0.6
O 0.1 0.0 0.2
C 0.0 0.0 -0.5
S -0.2 0.1 -0.1
C 1.1 1.6 -2.1
C -1.2 -2.4 0.6
S 0.5 1.1 1.5
S -0.2 -0.3 -0.2
S 0.2 0.6 2.0
O -1.4 0.7 -0.4
C 0.7 -0.6 0.1
C 0.2 0.4 -0.4
C 0.0 0.2 0.5
C 0.3 0.1 -0.1
C 0.0 0.0 0.1
S -0.4 -0.1 -0.4
C -0.2 -0.1 0.3
C -0.5 0.1 -0.3
C 0.0 -0.5 0.0
C -0.1 0.0 -0.1
S 0.6 0.0 0.4
C -0.1 0.1 0.2
C -0.1 -0.2 0.1
C 0.1 0.1 0.2
C -0.1 -0.4 0.0
S 0.1 0.5 -0.3
H -0.1 -0.1 0.0
H 0.0 -0.1 -0.2
H 0.2 0.1 -0.2
H 0.1 0.2 0.0
H 0.1 -0.1 0.1
H 0.0 -0.2 0.0
H 0.1 0.0 -0.2
H 0.1 0.3 0.0
H 0.1 0.1 0.2
N -0.3 -0.3 0.0
C 0.1 -0.1 0.2
O 0.1 0.2 -0.2
C 0.1 0.3 0.1
C -0.3 -0.1 0.1
C 0.0 -0.1 0.1
C 0.2 0.1 -0.2
N -0.1 0.2 0.0
C 0.1 0.0 -0.4
H 0.0 0.1 0.1
H 0.0 -0.1 0.1
H 0.0 0.0 -0.1
H 0.2 0.1 0.0
H 0.1 0.1 0.1
H 0.0 -0.2 -0.1
F -0.1 0.1 0.0
C -0.1 0.2 0.0
F 0.2 0.1 0.1
F -0.1 0.2 0.2
S -0.2 -0.8 -0.8
O 0.2 -0.2 0.3
O -0.2 -0.1 0.1
O -0.2 0.1 -0.2